[1]
Here is a 8-piece molecular cluster, C23H55BrN3O11PS overall at a distorted geometry from the Open Molecules 2025 dataset. Energies are from wB97M-V/def2-TZVPD.

Each line ends with the Mulliken charge.
Atoms and positions in Å:
H (4.83, 0.68, -3.45)  0.281
N (4.87, 1.70, -3.22)  -0.751
C (3.83, 2.04, -2.47)  0.317
C (3.68, 3.56, -1.93)  -0.946
C (2.80, 0.87, -2.10)  -0.398
C (1.44, 0.86, -2.97)  0.626
P (1.44, 1.44, -4.78)  0.151
O (2.72, 0.54, -5.54)  -0.517
Br (1.99, 3.62, -5.01)  -0.241
O (1.18, -0.58, -3.14)  -0.483
C (-0.11, -0.53, -3.81)  0.268
O (-0.46, -1.34, -4.68)  -0.544
O (-0.84, 0.62, -3.29)  -0.467
C (0.03, 1.21, -2.25)  1.734
C (-0.21, 2.76, -1.92)  -0.856
N (-0.45, 3.06, -0.49)  -0.258
C (0.75, 2.84, 0.37)  -0.109
N (-0.15, 0.20, -1.13)  -0.710
C (-1.40, 0.09, -0.82)  0.500
S (-3.06, 0.06, -0.66)  -0.220
H (3.81, 3.50, -0.79)  0.270
H (4.59, 4.11, -2.37)  0.327
H (2.69, 4.03, -2.22)  0.255
H (3.28, -0.17, -2.26)  0.432
H (2.50, 1.00, -1.00)  0.039
H (2.21, -0.19, -5.98)  0.367
H (-1.17, 3.07, -2.48)  0.303
H (0.61, 3.45, -2.32)  0.130
H (-0.70, 4.05, -0.38)  0.291
H (1.70, 3.37, 0.00)  -0.100
H (0.49, 3.27, 1.40)  0.094
H (1.02, 1.74, 0.55)  0.122
C (0.14, 7.25, 2.42)  -1.187
C (0.28, 5.81, 2.85)  -0.102
O (1.19, 5.12, 2.00)  -0.405
H (-0.21, 7.31, 1.38)  0.287
H (-0.56, 7.79, 3.06)  0.352
H (1.11, 7.76, 2.46)  0.342
H (-0.69, 5.30, 2.79)  0.263
H (0.64, 5.74, 3.88)  0.269
H (2.04, 5.57, 2.06)  0.221
C (0.68, 1.04, 4.35)  -0.733
C (-0.41, 1.54, 5.27)  -0.234
O (-1.06, 2.67, 4.70)  -0.541
H (1.42, 1.83, 4.17)  0.177
H (1.19, 0.18, 4.78)  0.249
H (0.27, 0.76, 3.37)  0.304
H (0.01, 1.84, 6.23)  0.218
H (-1.16, 0.76, 5.44)  0.240
H (-1.43, 2.40, 3.85)  0.298
C (-6.89, 1.86, -1.02)  -0.773
C (-6.28, 3.21, -0.71)  -0.203
O (-5.84, 3.26, 0.64)  -0.509
H (-7.74, 1.66, -0.36)  0.284
H (-7.24, 1.81, -2.05)  0.310
H (-6.17, 1.06, -0.85)  0.106
H (-7.01, 4.01, -0.86)  0.294
H (-5.42, 3.41, -1.36)  0.206
H (-5.19, 2.56, 0.76)  0.289
C (4.71, -3.40, -5.41)  -1.094
C (5.33, -2.06, -5.08)  0.178
O (5.71, -2.01, -3.71)  -0.518
H (3.84, -3.59, -4.78)  0.276
H (4.41, -3.45, -6.46)  0.327
H (5.42, -4.21, -5.21)  0.356
H (4.61, -1.26, -5.26)  -0.042
H (6.21, -1.87, -5.70)  0.274
H (6.36, -2.72, -3.57)  0.297
C (-2.77, -4.43, -0.71)  -0.656
C (-4.12, -4.54, -1.40)  -0.155
O (-4.91, -3.39, -1.10)  -0.508
H (-2.90, -4.33, 0.37)  0.225
H (-2.16, -5.30, -0.92)  0.241
H (-2.24, -3.53, -1.05)  0.146
H (-4.66, -5.42, -1.04)  0.212
H (-4.01, -4.62, -2.48)  0.226
H (-4.43, -2.61, -1.43)  0.248
C (2.02, -1.59, 8.56)  -1.177
C (1.22, -0.71, 7.62)  -0.149
O (2.08, 0.23, 6.97)  -0.504
H (2.52, -0.98, 9.31)  0.293
H (1.37, -2.31, 9.07)  0.348
H (2.79, -2.13, 8.02)  0.339
H (0.46, -0.15, 8.16)  0.296
H (0.72, -1.31, 6.85)  0.271
H (2.74, -0.28, 6.48)  0.295
C (-1.49, -8.63, 0.08)  -1.004
C (-2.89, -8.60, -0.51)  -0.251
O (-2.98, -7.60, -1.52)  -0.458
H (-1.23, -7.65, 0.50)  0.258
H (-1.42, -9.38, 0.86)  0.347
H (-0.76, -8.85, -0.70)  0.312
H (-3.62, -8.35, 0.27)  0.282
H (-3.16, -9.57, -0.94)  0.267
H (-2.34, -7.83, -2.21)  0.267

As for the energy above the lowest of the compared OMol25 structures with the same formula, charge and spin: 86.43 kcal/mol. The HOMO energy is -9.2 eV. The SMILES is [H]/N=C(/C)C[C@@]1(P(O)Br)OC(=O)O[C@@]1(CNC)N=C=S.CCO.CCO.CCO.CCO.CCO.CCO.CCO. Its total energy is -141896.67550 eV.

---

[2]
Here is C6H24N12O6Zn as an isolated structure at a distorted geometry from the Open Molecules 2025 dataset. Energies are from wB97M-V/def2-TZVPD.

Each line ends with the natural charge from an NBO analysis.
Atoms and positions in Å:
Zn (-26.97, 10.03, 24.07)  1.277
C (-27.66, 7.31, 28.64)  0.743
O (-27.57, 7.88, 27.59)  -0.636
N (-28.79, 6.79, 29.08)  -0.810
N (-26.75, 7.14, 29.46)  -0.774
H (-29.63, 6.78, 28.51)  0.412
H (-28.98, 6.76, 30.07)  0.390
H (-27.04, 6.66, 30.30)  0.412
H (-25.94, 7.69, 29.20)  0.421
C (-24.89, 13.85, 27.15)  0.755
O (-25.12, 13.00, 26.31)  -0.670
N (-25.30, 15.05, 26.97)  -0.784
N (-24.11, 13.75, 28.23)  -0.827
H (-25.16, 15.71, 27.72)  0.384
H (-25.96, 15.35, 26.27)  0.407
H (-24.03, 14.48, 28.92)  0.403
H (-23.44, 12.99, 28.20)  0.413
C (-30.57, 13.29, 23.62)  0.770
O (-30.05, 12.25, 24.01)  -0.686
N (-30.65, 14.37, 24.43)  -0.821
N (-31.04, 13.42, 22.36)  -0.807
H (-31.06, 15.24, 24.13)  0.410
H (-30.18, 14.17, 25.30)  0.422
H (-31.41, 14.35, 22.24)  0.387
H (-30.67, 12.87, 21.60)  0.422
C (-22.88, 6.92, 23.51)  0.747
O (-23.68, 7.81, 23.91)  -0.630
N (-22.63, 6.72, 22.24)  -0.818
N (-22.32, 6.12, 24.29)  -0.769
H (-21.80, 6.24, 21.92)  0.400
H (-23.23, 6.96, 21.46)  0.417
H (-22.46, 6.27, 25.28)  0.427
H (-21.86, 5.33, 23.85)  0.411
C (-28.49, 5.31, 22.02)  0.754
O (-28.20, 6.45, 22.38)  -0.667
N (-27.65, 4.31, 21.91)  -0.808
N (-29.63, 5.01, 21.51)  -0.790
H (-26.70, 4.36, 22.24)  0.415
H (-28.04, 3.49, 21.47)  0.388
H (-29.74, 4.08, 21.13)  0.396
H (-30.24, 5.79, 21.33)  0.420
C (-24.81, 13.30, 20.34)  0.767
O (-25.31, 12.42, 21.13)  -0.677
N (-24.29, 13.04, 19.16)  -0.813
N (-24.95, 14.61, 20.45)  -0.814
H (-24.35, 12.04, 19.07)  0.410
H (-24.30, 13.70, 18.39)  0.421
H (-24.18, 15.17, 20.12)  0.400
H (-25.40, 14.98, 21.28)  0.400

As for the energy above the lowest of the compared OMol25 structures with the same formula, charge and spin: 303.17 kcal/mol. The HOMO energy is -14.2 eV. As for the net charge: +2. Its total energy is -85178.00442 eV.

---

[3]
Here is a single C4H7IN2 molecule at a distorted geometry from the Open Molecules 2025 dataset. Energies are from wB97M-V/def2-TZVPD.

Each line ends with the natural charge from an NBO analysis.
Atoms and positions in Å:
C (1.61, -1.06, -0.76)  -0.433
N (0.41, -0.70, -0.04)  -0.272
C (-0.83, -0.52, -0.59)  -0.032
C (-1.66, 0.30, 0.05)  -0.312
C (-0.96, 0.80, 1.29)  -0.302
N (0.49, 0.67, 1.04)  -0.403
I (1.44, 2.31, 0.19)  0.225
H (2.35, -0.25, -0.42)  0.225
H (2.02, -2.06, -0.69)  0.215
H (1.37, -0.81, -1.79)  0.193
H (-1.23, -1.05, -1.39)  0.216
H (-2.63, 0.34, -0.37)  0.224
H (-1.29, 1.86, 1.37)  0.229
H (-1.08, 0.15, 2.11)  0.226

As for the energy above the lowest of the compared OMol25 structures with the same formula, charge and spin: 86.44 kcal/mol. The HOMO energy is -8.1 eV. The SMILES is CN1C=CCN1I. Its total energy is -15338.37656 eV.

---

[4]
Here is C22H26Cl5N4OSiV as an isolated structure from the Open Molecules 2025 dataset. Energies are from wB97M-V/def2-TZVPD.

Each line ends with the natural charge from an NBO analysis.
Atoms and positions in Å:
V (-0.51, 1.03, -1.25)  1.372
N (1.45, 0.74, -2.03)  -0.859
C (2.24, 1.93, -1.79)  0.084
C (3.60, 1.98, -1.90)  -0.166
C (4.29, 3.19, -1.68)  -0.176
C (3.61, 4.33, -1.38)  -0.147
C (2.20, 4.31, -1.26)  -0.105
C (1.43, 5.45, -0.96)  -0.039
C (0.07, 5.36, -0.85)  -0.260
C (-0.53, 4.11, -1.03)  0.131
N (0.15, 3.01, -1.32)  -0.562
C (1.52, 3.10, -1.45)  0.229
H (1.86, -0.10, -1.62)  0.452
H (1.39, 0.55, -3.03)  0.412
H (4.14, 1.08, -2.17)  0.239
H (5.37, 3.20, -1.78)  0.249
H (4.14, 5.26, -1.23)  0.244
H (1.93, 6.41, -0.81)  0.247
H (-0.55, 6.22, -0.63)  0.259
H (-1.61, 4.01, -0.94)  0.215
Cl (-6.85, -2.06, -1.86)  0.123
C (-5.22, -1.59, -1.93)  -0.099
C (-4.84, -0.31, -1.50)  -0.046
Cl (-5.99, 0.78, -0.87)  0.120
C (-3.51, 0.05, -1.59)  -0.141
Cl (-2.96, 1.60, -0.99)  0.149
C (-2.52, -0.78, -2.11)  0.329
O (-1.25, -0.38, -2.20)  -0.740
C (-2.91, -2.06, -2.49)  -0.141
Cl (-1.68, -3.15, -3.03)  0.045
C (-4.24, -2.47, -2.41)  -0.058
Cl (-4.68, -4.04, -2.90)  0.117
N (-0.70, -3.44, 0.24)  -0.702
C (0.75, -3.85, 0.34)  -0.233
C (1.63, -2.66, -0.03)  -0.262
N (1.45, -2.15, -1.38)  -0.861
H (-1.30, -4.12, 0.69)  0.448
H (-0.99, -3.37, -0.74)  0.447
H (-0.84, -2.53, 0.70)  0.459
H (0.89, -4.70, -0.33)  0.231
H (0.94, -4.17, 1.36)  0.238
H (2.67, -2.95, 0.11)  0.237
H (1.42, -1.85, 0.68)  0.227
H (0.48, -1.92, -1.59)  0.368
H (1.78, -2.80, -2.08)  0.386
C (-0.55, -2.34, 3.56)  -1.110
Si (0.14, -0.60, 3.51)  1.590
C (-0.84, 0.54, 4.59)  -1.110
C (1.96, -0.59, 3.89)  -1.110
C (-0.08, -0.06, 1.73)  -0.431
C (-0.22, 0.31, 0.58)  -0.520
H (-0.53, -2.73, 4.58)  0.271
H (0.06, -3.02, 2.95)  0.202
H (-1.59, -2.36, 3.23)  0.236
H (-0.76, 0.24, 5.64)  0.261
H (-1.90, 0.54, 4.32)  0.252
H (-0.47, 1.57, 4.51)  0.255
H (2.14, -0.93, 4.91)  0.262
H (2.38, 0.42, 3.80)  0.256
H (2.52, -1.25, 3.21)  0.237

As for the energy above the lowest of the compared OMol25 structures with the same formula, charge and spin: 1.80 kcal/mol. The expectation value of S² is 2.0164. Its spin multiplicity is 3. The HOMO energy (alpha / beta) is -14.0 / -14.0 eV. As for the net charge: +2. Its total energy is -127409.71021 eV.

---

[5]
Here is a single CClNO molecule at a distorted geometry from the Open Molecules 2025 dataset. Energies are from wB97M-V/def2-TZVPD.

Each line ends with the natural charge from an NBO analysis.
Atoms and positions in Å:
C (0.42, 0.29, 0.08)  0.744
N (-0.65, 0.69, -0.38)  -0.377
O (1.25, 0.16, 1.05)  -0.484
Cl (-1.02, -1.14, -0.75)  0.116

As for the energy above the lowest of the compared OMol25 structures with the same formula, charge and spin: 16.06 kcal/mol. The HOMO energy is -11.2 eV. Its total energy is -17093.94026 eV.

---

Which value of energy above the lowest of the compared OMol25 structures with the same formula, charge and spin does entry 3 give?
86.44 kcal/mol

---

What is the energy above the lowest of the compared OMol25 structures with the same formula, charge and spin in the third record?
86.44 kcal/mol

---

energy above the lowest of the compared OMol25 structures with the same formula, charge and spin of number 2 (C6H24N12O6Zn)?
303.17 kcal/mol